# 1
A single C7H12O molecule at a distorted geometry, computed with wB97M-V/def2-TZVPD.

Atoms and positions in Å:
O: 2.735 -2.664 -2.212
C: 1.764 -2.421 -1.542
C: 1.579 -1.162 -0.754
C: 0.222 -0.536 -1.090
C: 0.025 0.872 -0.548
C: -0.207 0.943 0.985
C: -1.640 0.842 1.363
C: -2.311 1.647 2.169
H: 0.885 -3.094 -1.591
H: 2.428 -0.481 -0.813
H: 1.522 -1.440 0.309
H: 0.130 -0.449 -2.184
H: -0.575 -1.234 -0.811
H: -0.750 1.391 -1.109
H: 0.961 1.426 -0.690
H: 0.182 1.923 1.286
H: 0.497 0.239 1.442
H: -2.209 0.034 0.902
H: -3.393 1.666 2.233
H: -1.843 2.498 2.655

## Properties
Kohn-Sham gap   10.76 eV
SMILES   C=CCCCCC=O
Charge   0

Atomic partial charges in e from the Löwdin method, atoms 1 to 8: O 0.053; C -0.280; C -0.171; C -0.225; C -0.206; C -0.213; C -0.202; C -0.005

=====

# 2
A molecular structure, C7H12O at a distorted geometry, computed with wB97M-V/def2-TZVPD.

Atoms and positions in Å:
C: 0.469 0.657 -0.109
C: 0.357 -0.267 -1.219
C: 0.083 -1.124 0.098
C: 1.839 1.137 0.287
C: -0.646 1.595 0.255
C: -0.965 -1.296 1.150
C: -0.849 -1.073 -1.626
O: -0.759 -1.944 -2.514
H: 1.269 -0.594 -1.711
H: 0.942 -1.764 0.281
H: -1.813 -0.585 -1.395
H: 2.615 0.404 0.055
H: 2.078 2.063 -0.248
H: 1.873 1.364 1.357
H: -0.410 2.595 -0.127
H: -0.746 1.668 1.342
H: -1.613 1.300 -0.150
H: -1.314 -2.332 1.096
H: -1.838 -0.658 1.016
H: -0.570 -1.143 2.160

## Properties
Kohn-Sham gap   8.75 eV
Charge   0

Atomic partial charges in e from the Löwdin method, atoms 1 to 8: C -0.368; C -0.131; C -0.125; C -0.045; C -0.044; C -0.094; C -0.334; O -0.043

=====

# 3
2 unconnected molecules or ions with the total composition C7H12O at a distorted geometry, computed with wB97M-V/def2-TZVPD.

Atoms and positions in Å:
C: 0.576 0.880 -0.561
C: 0.917 -0.634 0.940
C: 0.815 1.570 -1.854
C: -0.543 -1.717 -1.536
C: -0.809 0.011 2.749
C: -0.098 0.172 1.450
C: -0.391 1.068 0.409
O: 1.531 0.052 -0.080
H: -0.209 -1.631 -0.352
H: 1.574 -1.286 1.490
H: -1.240 1.722 0.339
H: 1.092 0.849 -2.624
H: 1.629 2.294 -1.758
H: -0.084 2.097 -2.163
H: -1.125 -2.619 -1.698
H: 0.432 -1.826 -2.004
H: -1.075 -0.891 -1.992
H: -1.517 -0.823 2.697
H: -0.103 -0.200 3.554
H: -1.369 0.912 2.993

## Properties
Kohn-Sham gap   9.10 eV
SMILES   Cc1coc(C)c1.C
Charge   0

Atomic partial charges in e from the Löwdin method, atoms 1 to 8: C -0.358; C -0.128; C -0.012; C -0.043; C -0.043; C -0.280; C -0.001; O 0.016

=====

# 4
A single C7H12O2 molecule, computed with wB97M-V/def2-TZVPD.

Atoms and positions in Å:
C: -0.735 -0.371 0.084
C: -0.881 0.565 1.258
C: -0.454 -1.829 0.377
C: -1.601 -0.175 -1.140
C: 0.611 1.838 -0.492
C: 0.342 0.642 0.390
C: 2.435 -0.427 0.243
O: 1.534 0.152 1.012
O: 2.386 -0.604 -0.938
H: 3.285 -0.736 0.879
H: -0.759 0.156 2.250
H: -1.589 1.377 1.199
H: -2.479 -0.815 -1.074
H: 0.153 -1.941 1.272
H: 0.074 -2.285 -0.459
H: -1.390 -2.364 0.528
H: -1.046 -0.446 -2.036
H: -1.935 0.853 -1.237
H: 1.248 2.543 0.042
H: 1.119 1.528 -1.403
H: -0.315 2.339 -0.754

## Properties
Kohn-Sham gap   10.78 eV
SMILES   CC1(C)C[C@@]1(C)OC=O
Charge   0

Atomic partial charges in e from the Löwdin method, atoms 1 to 8: C -0.443; C 0.005; C -0.027; C -0.025; C 0.006; C -0.419; C -0.364; O 0.033

=====

# 5
A molecular structure, C7H12O2, computed with wB97M-V/def2-TZVPD.

Atoms and positions in Å:
C: 0.020 -0.082 1.064
C: -0.944 0.949 1.254
C: -0.434 -1.523 1.019
C: 1.431 0.117 1.561
C: -0.095 0.834 -0.525
C: -0.170 -0.282 -2.701
C: -0.755 -0.065 -1.514
O: 0.995 0.234 -3.128
O: 0.928 1.519 -0.783
H: 1.314 0.841 -2.420
H: -0.635 -0.928 -3.437
H: -1.704 -0.524 -1.284
H: -1.494 -1.624 0.780
H: 2.135 -0.388 0.897
H: -2.003 0.712 1.295
H: -0.648 1.901 1.682
H: -1.061 1.528 -0.164
H: -0.265 -2.000 1.988
H: 0.130 -2.082 0.269
H: 1.710 1.168 1.581
H: 1.544 -0.305 2.564

## Properties
Kohn-Sham gap   8.28 eV
Charge   0

Atomic partial charges in e from the Löwdin method, atoms 1 to 8: C -0.447; C 0.064; C -0.056; C -0.045; C -0.464; C -0.181; C -0.057; O 0.020

=====

# 6
A molecular structure, C7H12O3 at a distorted geometry, computed with wB97M-V/def2-TZVPD.

Atoms and positions in Å:
C: 1.296 1.573 0.314
C: 0.232 0.655 -0.159
C: -1.558 0.902 -0.137
C: -1.531 -0.580 -0.459
C: -0.679 -0.733 -1.702
O: 0.448 0.130 -1.409
C: -0.477 -0.385 0.643
C: -0.679 -0.451 2.125
O: -0.599 0.585 2.843
H: 1.175 2.540 -0.197
H: 1.217 1.743 1.393
H: 2.295 1.179 0.092
H: -2.140 1.239 0.723
H: -1.749 1.592 -0.967
H: -2.391 -1.238 -0.315
H: -0.305 -1.752 -1.857
H: -1.168 -0.365 -2.613
H: -1.443 -1.223 2.382
H: 0.244 -1.330 1.278
O: 2.420 -1.700 -0.630
H: 2.223 -0.975 -1.243
H: 3.168 -1.405 -0.104

## Properties
Kohn-Sham gap   9.28 eV
Charge   0

Atomic partial charges in e from the Löwdin method, atoms 1 to 8: C 0.025; C -0.375; C 0.012; C -0.165; C -0.101; O -0.088; C -0.256; C -0.307

=====

# 7
2 unconnected molecules or ions with the total composition C7H12O4Si at a distorted geometry, computed with wB97M-V/def2-TZVPD.

Atoms and positions in Å:
C: 2.049 0.843 -1.398
C: 0.057 -0.463 1.079
C: -1.443 -0.769 1.069
C: 2.955 1.259 -0.289
C: 0.326 0.882 1.714
C: -3.376 -0.396 -0.507
C: -1.943 -0.778 -0.392
O: 0.936 1.315 -1.497
O: 0.933 -1.250 0.734
O: -2.044 -0.814 2.130
O: 1.796 -1.829 -1.601
Si: 2.780 -0.849 -2.315
H: 2.747 0.505 0.413
H: 3.965 1.287 -0.623
H: 2.543 2.157 0.161
H: -0.101 0.897 2.675
H: 1.335 1.070 1.827
H: -0.176 1.676 1.294
H: -3.797 -0.552 -1.626
H: -3.931 -0.979 0.140
H: -3.486 0.679 -0.263
H: -1.870 -1.736 -0.741
H: -1.267 -0.250 -1.049
H: 1.013 -1.908 -0.934

## Properties
Kohn-Sham gap   7.71 eV
Charge   0

Atomic partial charges in e from the Löwdin method, atoms 1 to 8: C -0.571; C -0.305; C -0.285; C -0.100; C 0.028; C -0.095; C -0.177; O -0.032

=====

# 8
A single C7H12OS molecule at a distorted geometry, computed with wB97M-V/def2-TZVPD.

Atoms and positions in Å:
C: -0.772 0.246 0.347
C: -0.740 -1.144 1.278
C: 0.812 -1.172 -0.796
C: 0.381 0.281 -0.580
C: -1.650 -1.477 2.375
C: 1.539 1.051 0.084
C: 0.005 0.952 -1.906
O: 0.280 -3.448 0.538
S: 0.716 -2.074 0.826
H: -1.528 0.983 0.492
H: 0.131 -1.700 -1.465
H: 1.829 -1.251 -1.180
H: -1.736 -2.562 2.439
H: -2.637 -1.042 2.224
H: -1.260 -1.113 3.329
H: 1.234 2.072 0.302
H: 2.401 1.078 -0.579
H: 1.825 0.566 1.016
H: 0.889 1.095 -2.523
H: -0.447 1.924 -1.723
H: -0.705 0.339 -2.458

## Properties
Kohn-Sham gap (alpha / beta)   8.39 / 8.39 eV
Charge   0

Atomic partial charges in e from the Löwdin method, atoms 1 to 8: C 0.069; C -0.326; C -0.255; C -0.664; C -0.126; C -0.052; C -0.047; O -0.534

=====

# 9
A molecular structure, C7H13AgCl9F6P at a distorted geometry, computed with wB97M-V/def2-TZVPD.

Atoms and positions in Å:
Ag: 12.714 10.845 9.613
P: 11.953 9.677 6.873
F: 10.523 9.476 6.346
F: 11.634 11.241 7.346
F: 11.432 9.225 8.379
F: 13.500 9.799 7.479
F: 12.267 8.103 6.575
F: 12.547 10.119 5.464
C: 12.813 7.272 10.142
Cl: 11.114 7.222 10.629
Cl: 13.658 6.059 10.992
Cl: 13.631 8.908 10.681
H: 12.845 7.251 9.093
Cl: 7.748 9.376 4.786
C: 7.992 11.119 5.330
C: 6.831 11.668 6.057
Cl: 5.509 12.253 4.960
H: 8.290 11.746 4.457
H: 8.808 10.945 6.031
H: 7.118 12.472 6.701
H: 6.358 10.847 6.640
Cl: 11.999 4.080 5.933
C: 10.597 5.230 5.917
C: 10.140 5.429 4.447
Cl: 9.243 3.966 3.922
H: 10.956 6.185 6.284
H: 9.806 4.795 6.530
H: 11.003 5.578 3.784
H: 9.434 6.287 4.532
Cl: 15.360 6.630 7.443
C: 14.733 6.744 5.701
C: 15.487 7.828 5.033
Cl: 17.307 7.390 4.980
H: 13.645 6.876 5.876
H: 14.877 5.789 5.247
H: 15.473 8.742 5.597
H: 15.149 8.032 4.021

## Properties
Kohn-Sham gap   8.61 eV
Charge   0

Atomic partial charges in e from the Löwdin method, atoms 1 to 8: Ag 0.674; P 0.174; F -0.105; F -0.202; F -0.266; F -0.233; F -0.181; F -0.108

=====

# 10
A molecular structure, C7H13Br3Cl4O at a distorted geometry, computed with wB97M-V/def2-TZVPD.

Atoms and positions in Å:
C: -2.957 2.792 0.615
Cl: -2.060 2.184 1.987
Cl: -1.962 3.796 -0.468
H: -3.333 1.977 0.022
H: -3.781 3.391 0.944
C: 0.925 -4.568 -0.777
Cl: 1.921 -5.579 -1.866
Cl: -0.748 -5.111 -0.769
H: 1.351 -4.524 0.225
H: 0.924 -3.555 -1.169
C: 1.464 2.535 3.159
Br: 0.442 3.723 4.227
Br: 1.471 3.008 1.295
Br: 0.814 0.785 3.339
H: 2.505 2.619 3.487
C: -0.854 -0.325 -0.941
C: 0.093 0.642 -1.596
C: 1.337 -0.230 -1.814
O: 1.316 -1.295 -0.868
C: 0.149 -1.081 -0.050
H: -1.253 -0.983 -1.711
H: -1.681 0.104 -0.391
H: 0.315 1.453 -0.883
H: -0.327 1.082 -2.499
H: 2.299 0.274 -1.666
H: 1.405 -0.582 -2.824
H: 0.454 -0.480 0.789
H: -0.227 -2.051 0.203

## Properties
Kohn-Sham gap   9.77 eV
Charge   0

Atomic partial charges in e from the Löwdin method, atoms 1 to 8: C -1.005; Cl 0.511; Cl 0.502; H 0.014; H 0.018; C -1.033; Cl 0.488; Cl 0.505

=====

# 11
A single C7H13BrNO3P molecule, computed with wB97M-V/def2-TZVPD.

Atoms and positions in Å:
C: -1.837 1.247 -1.669
C: -0.671 2.018 -1.064
C: -0.506 2.047 0.458
Br: -2.171 2.204 1.445
C: 0.249 0.883 1.076
C: -0.319 -0.545 0.991
C: 0.921 -1.396 0.675
N: 1.077 -2.638 1.441
P: 0.854 -1.826 -1.103
O: 0.571 -0.738 -2.062
C: 2.065 -0.401 0.863
O: 3.178 -0.590 1.234
O: 1.582 0.817 0.504
H: -1.686 0.169 -1.628
H: -1.907 1.496 -2.730
H: -2.794 1.503 -1.215
H: 0.255 1.596 -1.463
H: -0.716 3.054 -1.406
H: 0.056 2.946 0.712
H: 0.404 1.116 2.135
H: -0.753 -0.782 1.960
H: -1.083 -0.677 0.228
H: 0.346 -2.708 2.137
H: 0.979 -3.470 0.867
H: -0.153 -2.811 -1.066
H: 2.059 -2.513 -1.321

## Properties
Kohn-Sham gap   10.67 eV
SMILES   CC[C@@H](Br)[C@H]1C[C@@](N)([PH2]=O)C(=O)O1
Charge   0

Atomic partial charges in e from the Löwdin method, atoms 1 to 8: C -0.129; C -0.267; C -0.630; Br 0.753; C -0.345; C -0.094; C -0.529; N 0.071

=====

# 12
5 unconnected molecules or ions with the total composition C7H13Cl12O4P at a distorted geometry, computed with wB97M-V/def2-TZVPD.

Atoms and positions in Å:
C: 11.199 -1.630 24.738
O: 10.491 -2.285 25.717
P: 10.676 -3.896 25.777
O: 10.129 -4.624 24.586
O: 12.274 -4.044 26.002
C: 12.820 -5.118 26.776
O: 9.990 -4.437 27.184
C: 10.265 -3.729 28.414
H: 11.327 -2.249 23.850
H: 12.174 -1.354 25.140
H: 10.737 -0.704 24.397
H: 12.149 -5.968 26.902
H: 13.392 -4.789 27.643
H: 13.609 -5.600 26.199
H: 9.350 -3.396 28.904
H: 10.956 -2.902 28.255
H: 10.700 -4.328 29.214
C: 8.737 -7.541 25.104
Cl: 9.251 -7.797 23.398
Cl: 10.081 -7.657 26.216
Cl: 7.509 -8.733 25.560
H: 8.375 -6.533 25.309
C: 16.127 -5.712 19.735
Cl: 15.457 -4.457 20.796
Cl: 17.893 -5.561 19.782
Cl: 15.516 -5.475 18.052
H: 15.808 -6.693 20.087
C: 12.647 -2.102 19.952
Cl: 13.946 -1.214 19.186
Cl: 11.320 -2.472 18.794
Cl: 12.008 -1.255 21.321
H: 13.055 -3.044 20.318
C: 11.712 -5.873 21.781
Cl: 12.606 -4.558 22.550
Cl: 12.870 -6.643 20.686
Cl: 10.472 -4.992 20.778
H: 11.336 -6.568 22.531

## Properties
Kohn-Sham gap   11.12 eV
SMILES   COP(=O)(OC)OC.ClC(Cl)Cl.ClC(Cl)Cl.ClC(Cl)Cl.ClC(Cl)Cl
Charge   0

Atomic partial charges in e from the Löwdin method, atoms 1 to 8: C -0.169; O -0.207; P 0.488; O -0.285; O -0.236; C -0.102; O -0.248; C -0.100